w) 22
Properties=species:S:1:pos:R:3 method="wB97M-V/def2-TZVPD" charge=-1 orbital_gap_ha=0.227
C 0.24 -1.50 0.61
C -0.57 -0.40 1.34
S -2.26 0.15 0.63
C 1.52 -1.72 1.44
N 2.60 -0.67 1.20
C 3.11 -0.85 -0.16
H -0.44 -2.36 0.54
H 0.58 -1.18 -0.38
H 0.02 0.53 1.39
H -0.84 -0.72 2.37
H 1.25 -1.66 2.56
H 2.07 -2.63 1.41
H 2.36 0.27 1.40
H 2.30 -1.38 -0.81
H 4.02 -1.42 -0.28
H 3.24 0.15 -0.67
H -1.22 3.30 0.11
H -0.56 2.36 -1.01
O -0.68 3.25 -0.68
H -1.51 1.09 -3.03
H -1.23 1.46 -4.40
O -1.56 0.67 -3.91



x) 22
Properties=species:S:1:pos:R:3 method="wB97M-V/def2-TZVPD" charge=-1 orbital_gap_ha=0.234
C 0.69 1.17 1.00
C 0.35 -0.39 1.13
S 2.08 -1.19 0.86
C -0.55 2.05 1.00
N -1.49 1.65 -0.13
C -2.91 1.88 0.28
H 1.54 1.43 1.73
H 1.25 1.33 0.02
H -0.23 -0.69 0.26
H -0.17 -0.72 2.06
H -1.02 1.87 2.05
H -0.34 3.13 0.96
H -1.25 2.15 -1.03
H -3.52 2.36 -0.51
H -2.98 2.44 1.21
H -3.27 0.89 0.64
H -0.17 -2.06 -2.35
H -1.15 -2.26 -1.16
O -0.94 -2.65 -2.01
H 1.59 -1.27 -1.36
H 1.08 -0.06 -2.04
O 0.98 -1.02 -2.22



Name the most stable of them. w).



w) 15
Properties=species:S:1:pos:R:3 method="wB97M-V/def2-TZVPD" smiles="N=C(N)N.O.O" orbital_gap_ha=0.367
N -0.60 -1.18 -0.61
C -0.61 0.06 -0.92
N -0.59 1.00 0.05
N -1.16 0.48 -2.15
H -1.01 -1.88 -1.29
H 0.23 0.98 0.69
H -0.75 1.94 -0.21
H -2.19 0.64 -2.10
H -0.70 1.25 -2.70
O 0.61 -0.17 3.09
H 0.64 -0.97 3.48
H 0.33 -0.15 2.20
O 1.93 -0.41 0.42
H 1.16 -1.06 0.30
H 2.70 -0.54 -0.26



x) 15
Properties=species:S:1:pos:R:3 method="wB97M-V/def2-TZVPD" smiles="N=C(N)N.O.O" orbital_gap_ha=0.339
N 0.98 -1.43 1.90
C 0.85 -0.40 1.15
N 0.37 0.86 1.53
N 1.27 -0.42 -0.16
H 1.16 -1.12 2.84
H -0.05 0.82 2.45
H -0.33 1.17 0.87
H 1.51 0.43 -0.61
H 1.49 -1.39 -0.33
O -1.60 2.06 -1.08
H -1.74 1.17 -1.44
H -0.73 2.33 -1.39
O -1.15 -1.02 -2.09
H -0.27 -1.39 -1.93
H -1.76 -1.65 -1.70



y) 15
Properties=species:S:1:pos:R:3 method="wB97M-V/def2-TZVPD" smiles="N=C(N)N.O.O" orbital_gap_ha=0.343
N 0.68 -1.27 -0.37
C -0.49 -1.50 0.27
N -0.82 -0.44 1.15
N -1.10 -2.80 0.20
H 1.12 -0.39 -0.33
H -1.52 -0.71 1.75
H -0.15 0.07 1.54
H -2.03 -2.91 0.74
H -1.08 -3.22 -0.69
O 0.27 2.22 -1.76
H -0.43 2.64 -2.33
H -0.26 1.38 -1.64
O 2.34 2.20 0.41
H 1.85 3.10 0.38
H 1.61 1.62 0.68



Name the most stable of them. x).